(1)
119
Properties=species:S:1:pos:R:3:forces:R:3 method="wB97M-V/def2-TZVPD" e_lumo_ev="-9.6 / -9.5" spin_multiplicity=3 largest_force_ev_per_a=2.07 total_charge=+4 homo_lumo_gap_ev="6.592 / 6.910" de_lowest_ev=0.3971
W 0.06702 0.29172 0.29448 -1.6 -0.1 -1.3
F -2.10709 -0.22940 7.09792 -0.1 0.0 -0.2
C -0.88472 -0.29919 6.55444 0.3 0.0 0.5
C -0.73839 -0.15652 5.21896 0.1 0.0 -0.2
C 0.55517 -0.13487 4.64901 -0.1 0.0 0.0
C 0.77406 0.01351 3.24823 -0.9 0.1 0.0
O -0.20584 0.12274 2.38938 0.3 -0.2 0.5
C 2.08929 0.03011 2.79922 0.9 0.0 0.0
C 3.14605 -0.10460 3.66278 -0.1 0.0 -0.1
N 2.95488 -0.22971 4.97524 0.0 0.0 0.3
C 4.12747 -0.39396 5.85093 -0.3 0.1 -0.2
C 5.33778 0.44385 5.59059 0.1 -0.1 0.0
C 4.48670 0.71537 6.79278 0.0 0.0 0.0
C 1.66552 -0.25469 5.50224 0.3 -0.1 0.2
C 1.48450 -0.43897 6.88567 0.1 0.0 -0.2
C 0.22532 -0.46674 7.44450 -0.4 0.0 0.1
N 0.05170 -0.62524 8.81645 0.2 -0.1 0.0
C 0.88882 0.11890 9.75292 -0.1 0.1 -0.1
C 1.27859 -0.72799 10.94447 -0.2 -0.2 0.3
N 0.01549 -1.21966 11.61636 0.0 0.0 -0.1
C -0.85827 -1.97581 10.63684 0.2 0.1 0.3
C -1.17976 -1.09797 9.44029 0.0 0.0 -0.1
C 2.07556 0.18954 1.32490 0.9 -0.2 0.7
O 1.92062 1.33775 0.82957 0.1 0.2 -0.2
O 1.74792 -0.86063 0.65449 0.1 0.0 0.2
H -1.61136 -0.01145 4.59846 0.0 0.0 0.0
H 4.17537 -0.12728 3.33317 0.0 0.0 0.0
H 4.26389 -1.42057 6.16253 0.0 0.0 0.0
H 5.31004 1.17920 4.79847 0.0 0.0 0.0
H 6.29254 -0.04354 5.72428 0.0 0.0 0.0
H 3.87770 1.60938 6.75856 0.0 0.0 0.0
H 4.86030 0.44150 7.76961 0.0 0.0 0.0
H 2.35235 -0.59127 7.50622 0.0 0.0 0.0
H 0.33944 1.00541 10.10085 0.0 0.0 0.0
H 1.79314 0.48538 9.27774 0.0 0.0 -0.1
H 1.84895 -0.16731 11.68195 0.0 0.0 0.0
H 1.82483 -1.62556 10.65885 0.1 0.1 -0.1
H -0.50323 -0.42408 12.00125 0.0 0.0 0.0
H 0.24772 -1.81525 12.41566 0.0 0.0 -0.1
H -1.75576 -2.27657 11.17314 -0.1 0.0 -0.1
H -0.28732 -2.85958 10.35786 0.0 0.0 -0.1
H -1.81335 -0.25946 9.75434 0.0 0.0 0.0
H -1.76021 -1.70192 8.75038 0.0 0.0 0.0
C 0.90824 3.04407 -1.81757 -0.1 -0.1 0.0
N 1.91196 2.02728 -2.14540 0.2 0.3 0.1
C 3.30962 2.48523 -2.02756 -0.1 0.1 -0.1
C 1.58569 0.75084 -2.24163 0.0 -0.5 -0.5
N 0.38671 0.32170 -1.68598 -0.2 -0.1 0.4
C -0.51589 -0.42156 -2.50167 0.4 0.3 -0.2
C -0.52645 -0.35952 -3.88966 0.1 0.0 -0.1
C -1.35938 -1.19866 -4.60880 -0.1 -0.1 0.2
C -2.16625 -2.10984 -3.92725 0.1 0.1 0.0
C -2.18717 -2.12789 -2.54142 -0.1 -0.1 0.0
C -1.39816 -1.23723 -1.81750 -0.3 -0.2 0.2
N -1.33974 -1.12797 -0.40039 0.5 0.3 -0.3
C -2.26616 -1.73657 0.37697 -0.1 0.0 0.0
N -3.57126 -1.65379 0.10813 -0.2 -0.1 0.0
C -4.51434 -2.73182 0.44376 0.1 0.1 -0.1
C -4.13201 -0.59318 -0.72745 0.1 -0.1 0.1
N -1.84606 -2.40107 1.45789 -0.1 -0.1 0.1
C -2.65161 -2.51785 2.66818 0.1 0.0 0.0
C -0.53448 -3.04016 1.50592 0.0 0.1 0.0
N 2.35452 -0.14071 -2.86613 0.1 0.0 0.2
C 3.25197 0.19956 -3.97663 -0.1 0.0 0.1
C 2.27636 -1.58202 -2.58621 -0.1 0.2 -0.1
H 1.08277 3.91173 -2.45047 0.0 0.0 0.0
H 0.99676 3.34149 -0.77058 0.0 0.0 0.0
H -0.09781 2.66942 -2.00334 0.1 0.0 0.0
H 3.29749 3.57053 -2.07077 0.0 0.0 0.0
H 3.95112 2.13742 -2.82705 0.0 0.0 0.0
H 3.71866 2.17247 -1.06838 0.0 0.0 0.0
H 0.12906 0.32920 -4.41081 0.0 0.0 0.0
H -1.37067 -1.15876 -5.68892 0.0 0.0 0.0
H -2.78491 -2.80448 -4.47846 0.0 0.0 0.0
H -2.81998 -2.84376 -2.03098 0.0 0.0 0.0
H -3.97148 -3.64912 0.65496 0.0 0.0 0.0
H -5.15142 -2.89547 -0.42425 0.0 0.0 0.0
H -5.14404 -2.46973 1.29276 0.0 0.0 0.0
H -3.40687 0.20685 -0.85116 0.0 0.0 0.0
H -5.02084 -0.20296 -0.23260 0.0 0.0 0.0
H -4.40716 -0.98867 -1.70548 0.0 0.1 0.0
H -3.47594 -1.80996 2.63744 0.0 0.0 0.0
H -2.00826 -2.28016 3.51776 0.0 0.0 0.0
H -3.04799 -3.52417 2.80502 0.0 0.0 0.0
H -0.65898 -4.07452 1.82580 0.0 0.0 0.0
H 0.12148 -2.52637 2.21577 -0.1 -0.1 -0.1
H -0.07962 -3.01976 0.51922 0.0 -0.1 0.1
H 3.03995 1.20203 -4.33573 0.0 -0.1 -0.1
H 3.05872 -0.51426 -4.77655 0.0 0.0 0.0
H 4.29679 0.11485 -3.67936 0.0 0.0 0.0
H 1.81546 -1.75321 -1.62072 0.0 0.0 0.0
H 3.29323 -1.96971 -2.56912 0.0 0.0 0.0
H 1.70928 -2.08914 -3.36725 0.0 0.0 0.0
C -5.08199 4.57151 0.24143 0.2 -0.3 0.2
N -4.16771 3.52914 0.73333 0.0 0.1 -0.2
N -3.03436 3.16037 0.04821 -0.3 0.4 0.1
C -2.40841 2.20749 0.76301 0.1 -0.2 -0.2
O -1.29775 1.72632 0.29432 0.3 0.0 0.2
C -3.15624 1.94253 1.90620 -0.1 0.1 0.1
C -4.24667 2.80517 1.85367 -0.3 0.1 0.0
C -5.38680 2.97596 2.80150 0.1 -0.1 0.0
C -2.61823 3.78902 -1.17851 -0.1 -0.3 0.2
C -1.85641 4.94313 -1.12540 0.0 0.1 -0.1
C -1.48808 5.54762 -2.32063 -0.1 0.0 0.0
C -1.88256 4.98998 -3.53283 0.0 0.0 0.0
C -2.63899 3.82322 -3.56419 0.0 0.0 0.0
C -3.01443 3.21287 -2.37510 0.1 0.1 -0.1
H -4.99525 4.63812 -0.83795 0.0 0.0 0.0
H -4.83778 5.52880 0.69519 0.0 0.0 0.0
H -6.09167 4.26764 0.50092 0.0 0.1 0.0
H -2.92506 1.23660 2.68414 0.0 0.0 0.0
H -5.22352 2.36263 3.68386 0.0 0.0 0.0
H -6.32924 2.67278 2.34396 0.0 0.0 0.0
H -5.48846 4.01346 3.11926 0.0 0.0 0.0
H -1.56955 5.36610 -0.17060 0.0 0.0 0.0
H -0.90672 6.45976 -2.30813 0.0 0.0 0.0
H -1.60683 5.47598 -4.45938 0.0 0.0 0.0
H -2.94977 3.40115 -4.51010 0.0 0.0 0.0
H -3.61398 2.31107 -2.37181 0.0 0.0 0.0

(2)
110
Properties=species:S:1:pos:R:3:forces:R:3 method="wB97M-V/def2-TZVPD" e_lumo_ev=2.5 spin_multiplicity=1 largest_force_ev_per_a=1.14 total_charge=-1 homo_lumo_gap_ev=6.554 de_lowest_ev=0.1995
Ti 0.13320 1.04898 1.35835 -0.9 -0.7 0.2
C 3.11184 -0.15311 0.39530 0.0 -0.1 0.0
N 2.39907 -0.07213 1.68384 0.2 0.0 0.0
C 3.14244 0.91718 2.51252 0.1 0.0 0.0
C 2.33005 1.69570 3.53259 0.0 0.0 0.0
N 1.20814 2.41709 2.88616 0.2 0.2 0.1
C 1.73791 3.69684 2.35789 0.0 0.0 0.0
C 0.08359 2.72961 3.76364 0.2 0.1 0.0
C 0.21751 2.75669 5.14468 -0.1 0.0 -0.1
C -0.86583 3.08666 5.94316 0.0 0.0 0.0
C -2.08138 3.40048 5.35142 0.0 0.0 0.1
C -2.20960 3.38710 3.97495 0.0 0.0 -0.1
C -1.13252 3.06214 3.14605 0.0 0.1 0.1
S -1.26450 3.08505 1.39274 0.0 0.0 0.2
C 2.33799 -1.39084 2.31469 0.0 0.2 0.0
C 3.25759 -2.39053 2.00791 -0.1 0.0 0.1
C 3.19314 -3.63758 2.61246 0.0 0.0 0.0
C 2.19027 -3.88972 3.53868 0.1 0.0 0.0
C 1.27174 -2.90538 3.84111 -0.1 0.0 0.1
C 1.32158 -1.63700 3.24766 0.0 0.1 0.0
S 0.13684 -0.43470 3.64800 -0.2 0.0 -0.4
H 4.17036 -0.40186 0.53582 0.0 0.0 0.0
H 3.05913 0.80929 -0.09347 0.0 -0.1 0.0
H 2.64190 -0.90423 -0.23688 0.0 0.0 0.0
H 3.59686 1.61744 1.80905 0.0 0.0 0.0
H 3.96530 0.40999 3.03358 0.0 0.0 0.0
H 3.00386 2.42780 4.00021 0.0 -0.1 0.0
H 1.93742 1.03134 4.29496 0.0 0.0 -0.1
H 2.09097 4.30885 3.19588 0.0 0.0 0.0
H 0.95352 4.21184 1.80978 0.0 0.0 0.1
H 2.55554 3.49115 1.67634 0.1 0.0 -0.1
H 1.16172 2.49571 5.60067 0.0 0.0 0.0
H -0.76326 3.08296 7.02067 0.0 0.0 0.0
H -2.93710 3.64810 5.96676 0.0 0.0 0.0
H -3.15982 3.61265 3.50811 0.0 0.0 0.0
H 4.03445 -2.21706 1.28103 0.0 0.0 0.0
H 3.91376 -4.40140 2.34989 0.0 0.0 0.0
H 2.11552 -4.85945 4.01508 0.0 0.0 0.0
H 0.46908 -3.10064 4.54049 0.0 0.0 0.0
C 1.37378 -1.36479 -5.28501 0.0 0.0 0.0
C 0.84697 0.07534 -5.23703 0.0 0.1 0.0
C -0.63911 0.07895 -5.62239 0.0 0.0 0.0
C 1.60882 0.89504 -6.27820 0.0 0.0 0.0
C 1.00801 0.63652 -3.82244 0.0 -0.1 0.0
C 0.36339 -0.02508 -2.77178 0.1 0.1 0.0
C 0.47026 0.45531 -1.47578 -0.1 -0.1 -0.1
N -0.12439 -0.00580 -0.30766 0.2 -0.2 0.0
C -1.09435 -1.01973 -0.26564 0.2 0.2 -0.1
C -1.24386 -2.13284 -1.07297 -0.2 -0.1 0.1
C -2.34350 -2.97652 -0.88556 0.1 0.0 0.0
C -3.26805 -2.65934 0.10460 0.0 0.0 0.0
C -3.12413 -1.56672 0.97046 0.0 -0.1 -0.2
C -1.97953 -0.78536 0.79790 0.0 0.2 0.2
O -1.62599 0.24053 1.56307 0.0 0.0 -0.1
C -4.17822 -1.21070 2.01683 0.0 0.0 0.0
C -3.59604 -1.32112 3.43049 0.0 -0.1 0.0
C -4.66989 0.22548 1.77499 0.0 0.0 0.0
C -5.38803 -2.14216 1.92945 -0.1 0.0 0.0
C -2.48020 -4.20615 -1.78468 0.0 0.0 0.0
C -1.26416 -5.12265 -1.59083 0.0 0.0 0.0
C -2.54802 -3.76714 -3.25406 0.0 0.0 0.0
C -3.73780 -5.01565 -1.47081 0.0 0.0 0.0
C 1.20999 1.62780 -1.23198 0.1 0.0 0.4
O 1.21445 1.98738 0.06370 0.2 0.1 -0.2
C 1.88474 2.29637 -2.24786 -0.2 0.0 -0.2
C 1.75493 1.77065 -3.54534 0.1 0.0 0.1
C 2.66504 3.58158 -1.97781 0.0 0.0 0.0
C 3.16176 4.23769 -3.26830 0.0 0.0 0.0
C 3.89943 3.27744 -1.12237 0.0 0.0 0.0
C 1.75666 4.58856 -1.25910 0.0 0.1 0.0
H 1.26181 -1.77920 -6.29011 0.0 0.0 0.0
H 0.83339 -2.01020 -4.59234 0.0 0.0 0.0
H 2.43055 -1.39698 -5.01395 0.0 0.0 0.0
H -0.77523 -0.31978 -6.63140 0.0 0.0 0.0
H -1.03942 1.09361 -5.59548 0.0 0.0 0.0
H -1.23143 -0.52782 -4.93811 0.0 0.0 0.0
H 1.45995 0.45768 -7.26786 0.0 0.0 0.0
H 2.68097 0.90648 -6.07526 0.0 0.0 0.0
H 1.25867 1.92760 -6.31295 0.0 0.0 0.0
H -0.24552 -0.88759 -2.97966 0.0 0.0 0.0
H -0.49606 -2.37530 -1.81151 0.0 0.0 0.0
H -4.13570 -3.29027 0.22906 0.0 0.0 0.0
H -2.76386 -0.63965 3.57179 0.1 0.1 0.0
H -3.22358 -2.33129 3.61786 0.0 0.0 0.0
H -4.37372 -1.09913 4.16744 0.0 0.0 0.0
H -3.84966 0.93964 1.82139 0.0 0.0 0.0
H -5.41230 0.49324 2.53210 0.0 0.0 0.0
H -5.14085 0.30796 0.79211 0.0 0.0 0.0
H -5.11991 -3.17883 2.14552 0.0 0.0 0.0
H -5.85746 -2.10956 0.94375 0.0 0.0 0.0
H -6.13067 -1.83040 2.66693 0.0 0.0 0.0
H -0.33575 -4.61182 -1.84657 0.0 0.0 0.0
H -1.34705 -6.00981 -2.22436 0.0 0.0 0.0
H -1.18705 -5.44521 -0.55146 0.0 0.0 0.0
H -1.64684 -3.22728 -3.54716 0.0 0.0 0.0
H -3.39936 -3.10485 -3.41964 0.0 0.0 0.0
H -2.64874 -4.63385 -3.91298 0.0 0.0 0.0
H -3.73671 -5.37088 -0.43946 0.0 0.0 0.0
H -3.78659 -5.88721 -2.12761 0.0 0.0 0.0
H -4.64467 -4.42841 -1.62489 0.0 0.0 0.0
H 2.25666 2.27634 -4.35488 0.0 0.0 0.0
H 3.86128 3.59831 -3.81124 0.0 0.0 0.0
H 3.68162 5.16568 -3.02001 0.0 0.0 0.0
H 2.33746 4.48658 -3.93794 0.0 0.0 0.0
H 4.56352 2.57971 -1.63870 0.0 0.0 0.0
H 3.61712 2.83461 -0.17269 -0.1 0.0 0.1
H 4.45746 4.19640 -0.92254 0.0 0.0 0.0
H 0.94761 4.90533 -1.92063 0.0 0.0 0.0
H 2.33017 5.47687 -0.97862 0.0 0.0 0.0
H 1.30869 4.16139 -0.36362 0.0 0.0 -0.1